ORCA calculation (ωB97M-V with the def2-TZVPD basis set) on an isolated molecule of C25H18ClF2NO2 at a distorted geometry.

Values from the calculation:
- HOMO (eV) = -8.53
- E_LUMO (eV) = -0.44
- molecular weight (g/mol) = 437.873
- electronic energy (Eh) = -1828.6117
- SMILES = O=C1OC[C@H]2[C@@H]1Cc1c(F)cc(F)cc1[C@@H]2/C=C/c1ccc(-c2cccc(Cl)c2)cn1
- frontier orbital gap (eV) = 8.0915

Structure (ORCA input):
```
! wB97M-V def2-TZVPD RIJCOSX def2/J DEFGRID3
* xyz 0 1
O -5.8069 2.8166 0.0697
F -3.5839 -2.2962 5.2126
F -4.0625 2.3696 4.2816
Cl 8.0322 -3.1175 -2.7244
N 1.7025 -1.6163 -1.3438
O -5.7524 0.6660 -0.6585
C -5.1820 1.7937 -0.1964
C -0.2917 -0.8468 -0.3770
C -1.1423 -0.2019 0.5784
C 2.9739 -1.5626 -1.7435
C 1.1369 -0.6103 -0.6771
C 1.9187 0.5553 -0.3191
C 7.0596 0.8469 -3.2009
C -3.8219 0.0388 4.7214
C 7.7399 -0.3806 -3.2864
C 3.2320 0.6728 -0.8062
C 5.7394 0.8647 -2.6931
C 5.8988 -1.5543 -2.2286
C -3.1643 -1.4462 2.9724
C -3.5038 -1.2813 4.3072
C -3.6752 1.1435 3.8670
C 7.1659 -1.5752 -2.7896
C 3.7871 -0.3947 -1.5559
C 5.1239 -0.3466 -2.1999
C -3.3027 0.9233 2.5141
C -3.0118 -0.3852 2.0937
C -3.2460 2.0600 1.5207
C -4.7979 -0.4202 -0.5674
C -3.6983 1.6526 0.1015
C -2.5531 -0.6251 0.6981
C -3.4227 0.1909 -0.2953
H -0.7045 -1.6248 -0.9641
H -0.7779 0.6271 1.2183
H 3.4111 -2.4214 -2.2640
H 1.4703 1.3978 0.1866
H 7.6081 1.7097 -3.5929
H -4.0790 0.1998 5.7783
H 8.7303 -0.4423 -3.7609
H 3.8007 1.5772 -0.6312
H 5.1544 1.7732 -2.6189
H 5.5213 -2.5145 -1.8317
H -2.9291 -2.4293 2.5633
H -3.8866 2.9251 1.8467
H -2.2374 2.4610 1.4955
H -5.0851 -1.0570 0.2624
H -4.7895 -0.9877 -1.5147
H -3.1895 2.3303 -0.5940
H -2.6511 -1.6674 0.3909
H -2.8577 0.2096 -1.2451
*
```

***

ORCA calculation (ωB97M-V with the def2-TZVPD basis set) on a structure of composition C25H18F10N6ORhS.

Values from the calculation:
- HOMO (spin up / spin down) (eV) = -3.44 / -4.55
- E_LUMO (spin up / spin down) (eV) = 2.40 / 2.25
- molecular weight (g/mol) = 743.413
- electronic energy (Eh) = -2874.5067
- frontier orbital gap (spin up / spin down) (eV) = 5.8473 / 6.7978

Structure (ORCA input):
```
! wB97M-V def2-TZVPD RIJCOSX def2/J DEFGRID3
* xyz -1 5
Rh 0.2296 -0.6415 0.2492
C -3.6685 0.5716 0.8952
N -2.2611 1.1780 -0.8919
C -2.1887 1.0180 -2.3474
C -2.3775 -0.4345 -2.7818
N -1.8956 -1.3420 -1.7313
C -1.7676 -2.6916 -2.1738
C -2.7547 -3.3662 -2.9105
F -3.8767 -2.7627 -3.3128
C -2.6268 -4.6846 -3.3041
F -3.6073 -5.2743 -3.9992
C -1.4911 -5.3999 -2.9787
F -1.3610 -6.6749 -3.3502
C -0.4861 -4.7645 -2.2812
F 0.6306 -5.4346 -1.9835
C -0.6193 -3.4369 -1.9043
F 0.4456 -2.9215 -1.2917
C -0.6528 2.1923 0.7001
C -0.2930 1.5455 2.0590
N 0.7541 0.5570 1.8706
C 1.8511 0.4800 2.6527
C 2.8400 -0.4875 2.3443
F 2.6441 -1.3245 1.3047
C 4.0174 -0.6436 3.0391
F 4.8970 -1.5806 2.6574
C 4.3074 0.1578 4.1284
F 5.4595 0.0175 4.8086
C 3.3699 1.1010 4.4931
F 3.6023 1.8856 5.5571
C 2.1884 1.2521 3.7901
F 1.3503 2.1948 4.2833
H -4.1044 1.5642 0.7921
H -2.9094 0.5776 1.6799
H -4.4409 -0.1325 1.2008
H -1.2363 1.4206 -2.6911
H -2.9809 1.6240 -2.7923
H -1.7985 -0.6310 -3.6856
H -3.4305 -0.6050 -3.0098
H -1.5700 2.7735 0.8277
H -0.2573 1.2802 -1.0599
H -1.1810 1.0627 2.4852
H -0.0133 2.3558 2.7264
N -3.9275 -2.0156 -0.5696
C -2.7023 -1.2340 -0.4716
S -1.7052 -1.8847 0.9184
N -3.1348 0.1835 -0.3979
N -0.9432 1.1530 -0.3142
C 0.4597 3.1291 0.3119
C 1.8064 2.8539 -0.0424
C 2.7511 3.8845 0.2133
C 4.1007 3.7362 0.0013
C 4.5781 2.5212 -0.5005
C 3.6991 1.5051 -0.8122
C 2.3029 1.6288 -0.6437
O 1.5166 0.6824 -1.0587
H -3.9459 -2.7339 0.1405
H -4.7457 -1.4281 -0.4987
H 0.2971 4.1426 0.6669
H 2.3773 4.8145 0.6296
H 4.7824 4.5436 0.2382
H 5.6416 2.3754 -0.6526
H 4.0546 0.5671 -1.2219
*
```

***

ORCA calculation (ωB97M-V with the def2-TZVPD basis set) on an isolated molecule of C25H18F4N4O2 at a distorted geometry.

Values from the calculation:
- HOMO (eV) = -7.85
- E_LUMO (eV) = 0.31
- molecular weight (g/mol) = 482.437
- electronic energy (Eh) = -1732.4949
- SMILES = O=C(Cn1cc(/C=N/NC(=O)c2cccc(C(F)(F)F)c2)c2ccccc21)Nc1ccc(F)cc1
- frontier orbital gap (eV) = 8.1597

Structure (ORCA input):
```
! wB97M-V def2-TZVPD RIJCOSX def2/J DEFGRID3
* xyz 0 1
O 1.4155 3.4965 0.6483
C 1.0966 2.8346 -0.3101
N -0.1680 2.4516 -0.6229
C -1.3460 2.6522 0.1080
C -1.3492 3.1530 1.4069
C -2.5427 3.2950 2.0897
C -3.7250 2.9370 1.4687
C -3.7463 2.4468 0.1753
C -2.5512 2.3063 -0.5016
H -2.5546 1.9333 -1.5147
H -4.6856 2.1890 -0.2875
F -4.8896 3.0675 2.1378
H -2.5613 3.6795 3.0967
H -0.4203 3.4315 1.8748
H -0.3029 1.9483 -1.4892
C 2.1481 2.2787 -1.2895
N 2.7284 1.1001 -0.7009
C 2.0161 0.0010 -0.3486
C 2.8272 -0.9265 0.2683
C 2.4072 -2.1864 0.7947
N 1.1743 -2.5126 0.7539
N 0.7690 -3.6902 1.2639
C -0.5448 -4.0325 1.3674
O -0.8864 -5.0510 1.9320
C -1.5095 -3.0624 0.7661
C -1.3014 -2.5065 -0.4886
C -2.2356 -1.6161 -0.9999
C -3.3670 -1.2661 -0.2747
C -3.5748 -1.8391 0.9677
C -2.6579 -2.7390 1.4814
H -2.8181 -3.2002 2.4440
H -4.4570 -1.5825 1.5330
H -4.0795 -0.5670 -0.6836
C -1.9788 -1.0216 -2.3519
F -1.6044 -1.9254 -3.2651
F -3.0287 -0.3654 -2.8635
F -0.9724 -0.1048 -2.3180
H -0.4305 -2.7672 -1.0684
H 1.4458 -4.3244 1.6984
H 3.1689 -2.8366 1.2388
C 4.1396 -0.3485 0.3023
C 5.3726 -0.7812 0.7834
C 6.4604 0.0539 0.6556
C 6.3419 1.3106 0.0593
C 5.1341 1.7636 -0.4275
C 4.0328 0.9267 -0.3034
H 5.0576 2.7398 -0.8818
H 7.2153 1.9400 -0.0204
H 7.4249 -0.2628 1.0233
H 5.4730 -1.7508 1.2473
H 0.9676 -0.0833 -0.5535
H 1.7049 2.0378 -2.2617
H 2.9301 3.0277 -1.4211
*
```

***

ORCA calculation (ωB97M-V with the def2-TZVPD basis set) on an isolated molecule of C25H18N2O5 at a distorted geometry.

Values from the calculation:
- HOMO (eV) = -7.54
- E_LUMO (eV) = 0.45
- molecular weight (g/mol) = 426.428
- electronic energy (Eh) = -1449.1169
- SMILES = O=C(Cn1c(=O)oc2ccccc21)Nc1oc(-c2ccccc2)c(-c2ccccc2)c1O
- frontier orbital gap (eV) = 7.9872

Structure (ORCA input):
```
! wB97M-V def2-TZVPD RIJCOSX def2/J DEFGRID3
* xyz 0 1
O -1.2568 -4.1684 -0.8668
O -2.3758 -4.4061 2.6839
O 2.0823 -2.9773 1.3770
O -0.4803 -0.7204 1.8892
O -1.0508 -2.3975 -2.2075
C -1.4288 -3.0152 -1.0672
C -1.9463 -3.3372 2.2078
C 1.2046 -1.9572 1.3089
C 0.2942 0.0929 1.1253
C 1.3788 -0.6753 0.7504
C -0.0043 -1.9099 1.9629
C -0.8305 4.1609 0.2526
C 4.6747 0.9992 -1.0365
C -2.1454 1.1630 -2.5468
C -1.3324 3.4039 1.3303
C 0.1531 3.5140 -0.5121
C 3.9875 0.0841 -1.7781
C 4.3694 1.4011 0.2102
C -2.8217 1.2799 -1.3534
C -1.6095 -0.0955 -2.9462
C -0.9875 2.1692 1.5920
C 0.4777 2.2414 -0.1994
C 2.8814 -0.5219 -1.1947
C 3.2992 0.7455 0.7974
C -2.8630 0.1745 -0.5016
C -1.5704 -1.1566 -2.0818
C -0.0663 1.5057 0.8061
C 2.5379 -0.0845 0.0617
C -2.2483 -0.9666 -0.8626
N -0.6273 -2.9608 2.5248
N -2.1240 -2.2358 -0.1737
C -2.7389 -2.4886 1.1878
H 2.6251 -2.7788 0.5731
H -1.0946 5.1999 -0.0197
H 5.4259 1.5377 -1.5374
H -2.1627 2.0065 -3.3077
H -1.8824 3.8291 2.0768
H 0.5212 4.0897 -1.3637
H 4.3286 -0.2859 -2.7708
H 5.0372 1.9542 0.8627
H -3.1436 2.2763 -0.9808
H -1.2601 -0.1996 -3.9658
H -1.6268 1.6269 2.4227
H 1.2539 1.9001 -0.8686
H 2.2229 -1.2956 -1.6109
H 2.9049 1.1979 1.6918
H -3.2524 0.3590 0.5452
H -0.0385 -3.7614 2.6333
H -2.8869 -1.5792 1.7039
H -3.8039 -2.9375 1.1757
*
```